A structure of composition C14H17IN2OTi, computed with the ωB97M-V functional and the def2-TZVPD basis.

Structure (XYZ):
```
36
Properties=species:S:1:pos:R:3:lowdin_spin:R:1
C 2.67327 0.45285 0.91638 0.06
C 0.49905 -2.25640 2.45333 0.00
H 2.92972 0.08502 -0.09598 0.01
H 3.07782 -0.42343 1.48065 0.00
H 3.46992 1.23081 1.07917 0.02
H 0.09940 -3.20735 2.13508 0.00
H 1.51144 -2.39254 2.87691 0.00
H -0.14597 -1.72715 3.16610 0.00
C 1.46288 1.34602 -1.51566 0.03
C 1.27640 1.82358 -2.81696 0.01
C 0.10545 1.46908 -3.49571 0.03
C -0.77453 0.55712 -2.89985 0.00
H 2.27540 1.79258 -0.90246 0.00
H 2.03768 2.51960 -3.21357 0.00
H -0.12422 1.90310 -4.46902 0.00
H -1.74551 0.35351 -3.36032 0.00
N 0.64088 0.39244 -0.97659 0.03
C -0.51625 0.02811 -1.62016 0.04
C -1.55219 -0.69059 -0.84934 0.05
N -1.23358 -1.11739 0.42279 0.02
C -2.20700 -1.71690 1.15287 0.04
C -3.82117 -1.44899 -0.58325 0.05
C -3.49226 -1.94566 0.68508 0.00
H -1.95876 -2.06636 2.14714 0.00
H -4.15081 -2.51528 1.34509 0.00
C -2.86829 -0.79068 -1.34272 0.00
H -3.09236 -0.26959 -2.27581 0.00
H -4.82954 -1.55075 -0.95871 0.00
Ti 0.82317 -0.81976 1.06758 0.84
I 2.04438 -2.89453 0.03919 0.04
C 1.33362 2.70816 1.61240 0.05
C 1.48120 1.21676 1.62350 0.40
O 0.75107 0.54730 2.45900 0.26
H 1.64435 3.06325 0.63989 0.01
H 2.03067 3.15700 2.32881 0.02
H 0.34467 3.18705 1.74519 0.00
```

Summary:
gap between HOMO and LUMO (spin up / spin down): 5.3 / 6.6 eV
spin multiplicity: 3
<S²>: 2.0165

---

A cluster of 2 separate species, C14H17N2O2 in total, computed with the ωB97M-V functional and the def2-TZVPD basis.

Structure (XYZ):
```
35
Properties=species:S:1:pos:R:3:lowdin_charge:R:1
C 5.28842 -2.91935 1.34498 -0.14
C 4.07410 -1.85000 0.97526 -0.21
C 3.30998 -2.06763 -0.47590 -0.04
C 2.07417 -1.02736 -0.81954 -0.03
C 1.58747 0.18917 0.17968 -0.16
C 0.28213 1.08439 -0.36010 -0.15
C -0.98662 0.04491 -0.43542 -0.12
C -1.40894 -1.00043 0.75373 -0.06
C -2.65869 -2.02871 0.58740 -0.09
N -3.44168 -2.00825 -0.66858 -0.06
N -3.06721 -1.14919 -1.64640 -0.12
C -1.99406 -0.10683 -1.76288 0.03
C 2.35309 0.43249 1.60933 -0.02
C 3.60573 -0.61376 1.97274 -0.04
H 5.82826 -2.62638 2.34171 0.07
H 6.04224 -2.99742 0.42630 0.08
H 4.76766 -3.99093 1.39832 0.08
H 3.65238 -2.92888 -1.21825 0.09
H 1.50794 -1.19336 -1.83175 0.09
H 0.09602 2.04998 0.27412 0.13
H 0.55187 1.36746 -1.48511 0.12
H -0.78591 -1.04707 1.75991 0.08
H -2.91080 -2.77859 1.46590 0.10
H -3.66238 -1.22160 -2.53073 0.15
H -1.82604 0.54992 -2.74566 0.13
H 2.00192 1.29261 2.33627 0.09
H 4.21804 -0.49900 2.98514 0.08
O -4.15026 2.74015 -2.10107 -0.25
C -3.99863 2.74499 -0.76923 -0.44
C -3.12554 4.01593 -0.33850 -0.45
O -2.96564 4.01500 0.99244 -0.26
H -3.49479 1.87114 -0.31912 0.08
H -4.91870 2.79723 -0.16045 0.09
H -3.63600 4.88950 -0.78108 0.09
H -2.20950 3.96986 -0.95348 0.08
```

Summary:
gap between HOMO and LUMO: 3.0 eV
charge: -1

---

An isolated molecule of C14H17N3O2S, computed with the ωB97M-V functional and the def2-TZVPD basis.

Structure (XYZ):
```
37
Properties=species:S:1:pos:R:3:lowdin_charge:R:1
C 4.16311 0.46161 1.61752 -0.06
H 4.40138 0.88789 2.58888 0.08
H 4.14478 -0.62018 1.71121 0.06
H 4.95139 0.72886 0.91926 0.07
C 2.81625 1.00245 1.13811 -0.23
N 2.45022 0.54930 -0.18732 -0.08
C 1.97788 -0.67907 -0.48763 -0.55
O 1.65701 -1.00325 -1.61406 0.03
C 1.89170 -1.69840 0.64745 -0.36
H 2.74371 -2.37704 0.60133 0.09
H 1.79949 -1.26388 1.63744 0.07
S 0.43119 -2.73635 0.36296 1.02
C -0.75280 -1.45833 0.24918 -0.62
N -0.41133 -0.25870 0.55400 0.11
C -1.35292 0.72850 0.41477 -0.19
C -0.99876 2.04824 0.71346 -0.01
C -1.92402 3.05772 0.57774 -0.07
C -3.22052 2.78345 0.14574 -0.08
C -3.58762 1.49001 -0.14960 -0.01
C -2.66375 0.45260 -0.01835 -0.07
C -3.04323 -0.92290 -0.33069 -0.40
O -4.12973 -1.30814 -0.69865 0.09
N -1.99478 -1.82744 -0.16273 0.14
H -2.18076 -2.79636 -0.39460 0.15
H -4.58397 1.24517 -0.48526 0.12
H -3.93397 3.58701 0.04460 0.10
H -1.64355 4.07522 0.80871 0.10
H 0.00664 2.24884 1.04819 0.10
C 2.52171 1.52418 -1.26288 -0.20
C 3.95544 1.87830 -1.64220 -0.07
H 4.50352 0.97898 -1.91133 0.08
H 3.94873 2.54775 -2.49814 0.07
H 4.47105 2.37522 -0.82348 0.06
H 1.97565 2.42414 -0.96064 0.12
H 2.01370 1.08071 -2.12103 0.12
H 2.02770 0.73931 1.85039 0.11
H 2.87022 2.09294 1.09928 0.12
```

Summary:
gap between HOMO and LUMO: 9.0 eV

---

A cluster of 2 separate species, C14H17N3O3S in total, computed with the ωB97M-V functional and the def2-TZVPD basis.

Structure (XYZ):
```
38
Properties=species:S:1:pos:R:3:lowdin_charge:R:1
C -0.00552 -1.79141 -0.09040 -0.24
C -1.41446 -1.26978 -0.78189 -0.41
C 1.12264 -0.90109 -0.64321 -0.15
C 2.35721 -0.85295 0.08124 -0.20
C 3.15443 -1.78438 0.76695 -0.08
C 3.35077 0.24890 -0.24657 -0.12
C 4.64096 -0.03795 0.21997 -0.18
C 3.12291 1.68961 -0.52465 -0.02
C 5.74201 0.90987 0.41318 -0.05
C 4.18046 2.62204 -0.26842 -0.09
C 5.51810 2.22140 0.16711 -0.12
C -3.29982 0.48777 -0.64514 -0.28
C -3.51197 1.90895 -0.27669 -0.51
C -4.37240 -0.47152 0.02153 -0.59
H -0.42198 -3.63415 0.23183 0.03
H 0.13854 -3.53201 -1.31544 0.07
H -0.13100 -1.56973 0.96342 0.13
H 1.53079 -1.47057 -1.51145 0.15
H 0.66478 0.14391 -0.82841 0.15
H 2.95948 -2.85526 1.04862 0.13
H 5.48615 -1.94608 0.89353 0.23
H 2.14454 2.11911 -0.60178 0.08
H 6.77198 0.67930 0.74637 0.11
H 3.78498 3.76188 -0.27186 0.13
H 6.32743 2.88409 0.14985 0.08
H -1.64870 0.22391 0.59920 0.14
H -3.32596 0.59775 -1.68811 0.15
H -4.21254 -1.59732 -0.05730 0.10
H -5.40264 -0.41082 -0.36505 0.05
H -4.65258 0.99514 1.76644 -0.12
H -5.78297 1.38040 -0.56965 0.35
N 0.24113 -3.25998 -0.35585 0.08
N 4.47678 -1.39949 0.70535 0.00
N -2.06728 -0.17564 -0.23963 0.07
O -1.95183 -1.91900 -1.63321 0.07
O -2.69582 2.70223 0.23214 0.10
O -4.76907 2.37229 -0.67237 -0.04
S -4.43517 -0.31530 1.71689 0.80
```

Summary:
gap between HOMO and LUMO: 6.6 eV